This record from the OMol25 dataset describes a structure of composition C6H8Br4CoF6O6S2. The level of theory is wB97M-V/def2-TZVPD.

Geometry as XYZ:
```
33
Properties=species:S:1:pos:R:3
Co 10.4057 20.1788 8.3785
C 8.4562 23.2780 6.3572
F 9.1994 24.3706 6.3177
F 7.7113 23.2860 7.4640
F 7.6747 23.2065 5.3074
S 9.6467 21.8088 6.3914
O 8.9603 20.6059 6.9184
O 10.1446 21.7638 5.0397
O 10.6493 22.0561 7.4521
C 11.8157 18.6083 11.8259
F 10.6769 19.1675 12.1910
F 12.7968 19.1291 12.5462
F 11.7752 17.3167 11.9994
S 12.1390 18.9482 10.0167
O 11.9499 20.3810 9.7702
O 13.3691 18.3281 9.6391
O 10.9450 18.4142 9.2605
Br 6.1214 23.5273 12.3526
C 7.1593 21.9156 12.0285
C 7.4339 21.9055 10.5484
Br 8.4643 20.2903 10.0858
H 6.5147 21.1187 12.3848
H 8.0645 21.9238 12.6284
H 7.9602 22.8039 10.2423
H 6.5283 21.8010 9.9605
Br 14.9509 21.2347 2.9469
C 13.5005 20.9422 4.2200
C 13.8796 19.8788 5.2260
Br 12.3854 19.4343 6.4452
H 12.5967 20.6618 3.6824
H 13.2618 21.8805 4.7167
H 14.6829 20.2388 5.8574
H 14.0413 18.9376 4.7141
```

Strongest force on any atom   2.56 eV/A
Orbital gap (alpha / beta)   10.61 / 9.52 eV
Electronic energy   -13759.2988 a.u.
2S+1   4
ΔE to the lowest compared entry with this formula, charge and spin   0.00 kcal per mole
E_LUMO (alpha / beta)   0.003 / -0.037 Eh

***

This record from the OMol25 dataset describes a structure of composition C32H44BBrF6N7O6S6V. The level of theory is wB97M-V/def2-TZVPD.

Geometry as XYZ:
```
104
Properties=species:S:1:pos:R:3
V -0.2507 -0.2306 0.2741
C 0.0318 5.8952 -2.4794
C -0.0998 4.3760 -2.3994
C -1.3506 4.0301 -1.5942
C -0.1593 3.8072 -3.8138
N 1.1088 3.8109 -1.7030
C 2.1741 4.5671 -1.2504
C 3.0726 3.7183 -0.7145
N 2.5741 2.4411 -0.8399
B 3.3772 1.2307 -0.3220
N 3.0753 0.8867 1.1734
C 4.0811 0.3825 1.9680
C 3.6400 0.3685 3.2398
N 2.3554 0.8780 3.2444
C 2.0165 1.1578 1.9736
S 0.5101 1.7659 1.3479
C 1.6644 1.1562 4.5639
C 2.5656 2.1293 5.3265
C 0.2884 1.7766 4.3942
C 1.5175 -0.1673 5.3085
N 3.2303 0.0509 -1.3550
C 3.8053 0.2120 -2.5934
C 3.4779 -0.8572 -3.3509
N 2.6857 -1.6886 -2.5840
C 2.5571 -1.1046 -1.3854
S 1.7246 -1.5507 0.1192
C 2.1153 -3.0122 -3.0580
C 2.5537 -3.2368 -4.5022
C 2.6863 -4.1235 -2.1848
C 0.5966 -2.9151 -3.0028
C 1.3702 2.5115 -1.4418
S 0.3427 1.1625 -1.7977
H -0.8499 6.2731 -2.9942
H 0.9030 6.2077 -3.0555
H 0.0609 6.3600 -1.4932
H -2.1853 4.6229 -1.9690
H -1.2102 4.2698 -0.5382
H -1.6092 2.9794 -1.6883
H -1.0412 4.2063 -4.3156
H -0.2350 2.7216 -3.8108
H 0.7216 4.1017 -4.3861
H 2.2112 5.6332 -1.3468
H 4.0301 3.9095 -0.2648
H 4.5367 1.5356 -0.3545
H 5.0329 0.0954 1.5581
H 4.1373 0.0663 4.1414
H 2.7081 3.0509 4.7605
H 3.5429 1.7050 5.5533
H 2.0874 2.3799 6.2726
H 0.3229 2.7436 3.8948
H -0.1013 1.9328 5.4007
H -0.3959 1.1181 3.8668
H 2.4593 -0.7052 5.4107
H 0.7909 -0.8049 4.8101
H 1.1431 0.0402 6.3107
H 4.3981 1.0771 -2.8310
H 3.7433 -1.0926 -4.3619
H 3.6375 -3.3000 -4.6061
H 2.1633 -2.4748 -5.1778
H 2.1384 -4.1929 -4.8158
H 3.7774 -4.1057 -2.2072
H 2.3570 -5.0803 -2.5895
H 2.3349 -4.0598 -1.1579
H 0.2442 -2.0850 -3.6149
H 0.2230 -2.8011 -1.9892
H 0.1703 -3.8366 -3.4001
Br -6.9840 3.1298 -0.9307
C -5.5608 1.9295 -1.2000
C -4.3982 2.0786 -0.4569
C -3.3558 1.1912 -0.6549
C -3.4686 0.1669 -1.5859
C -4.6406 0.0368 -2.3307
C -5.6913 0.9138 -2.1376
C -2.3995 -0.8091 -1.8542
O -2.3487 -1.6007 -2.7398
O -1.3505 -0.7761 -0.9302
H -4.3139 2.8752 0.2686
H -2.4505 1.3238 -0.0754
H -4.7208 -0.7604 -3.0570
H -6.6049 0.8138 -2.7057
C -3.9015 -4.3577 -1.4931
S -2.4070 -4.1621 -0.5081
C -2.7569 -5.3834 0.7698
H -3.9808 -5.3744 -1.8772
H -3.8334 -3.6718 -2.3345
H -4.7915 -4.1216 -0.9097
H -3.4995 -5.0262 1.4760
H -1.8260 -5.5903 1.2973
H -3.0925 -6.3126 0.3099
F 0.5915 -4.4907 2.5822
C 0.5976 -3.2912 3.1520
F 0.4773 -3.4343 4.4570
F 1.7520 -2.6802 2.8942
S -0.8746 -2.3480 2.4169
O -0.1372 -0.9781 2.0370
O 1.0140 -2.8683 0.0415
N -1.6341 -2.0321 3.7576
S -3.2444 -1.9182 3.7163
O -3.7060 -1.7839 5.0544
O -3.8467 -2.8305 2.7962
C -3.5089 -0.2588 2.9556
F -2.8445 0.6993 3.6090
F -4.7953 0.0467 2.9345
F -3.0494 -0.2642 1.6832
```

Net charge   +1
Strongest force on any atom   1.83 eV/A
Orbital gap (alpha / beta)   5.42 / 6.42 eV
Electronic energy   -8611.6555 a.u.
2S+1   2
ΔE to the lowest compared entry with this formula, charge and spin   0.00 kcal per mole
E_LUMO (alpha / beta)   -0.168 / -0.131 Eh

***

Q: What is the 2S+1 in the second record?
A: 2

***

Q: Which of these has the lowest strongest force on any atom?
A: C32H44BBrF6N7O6S6V

***

Q: Look up the 2S+1 of the second one.
A: 2